Molecular formula: C19H34ClMnNOS5
Method: DFT, ωB97M-V with the def2-TZVPD basis set

Atoms and positions in Å:
Mn1 9.31 9.71 7.79
C1 7.45 8.27 10.46
C2 6.36 8.92 9.57
S1 7.00 10.51 9.00
C3 5.84 10.99 7.62
C4 6.60 11.79 6.59
S2 7.99 10.93 5.87
C5 7.16 9.64 4.85
C6 7.00 8.24 5.40
S3 8.53 7.80 6.22
C7 8.00 6.48 7.34
C8 8.84 6.40 8.65
S4 9.05 7.85 9.69
H1 6.99 7.36 10.76
H2 7.73 8.85 11.39
H3 5.52 8.99 10.23
H4 6.06 8.33 8.73
H5 4.96 11.58 7.96
H6 5.33 10.10 7.27
H7 6.98 12.86 6.82
H8 5.86 12.21 5.84
H9 7.96 9.57 4.10
H10 6.22 10.10 4.45
H11 6.79 7.53 4.55
H12 6.16 8.22 6.11
H13 8.04 5.48 6.94
H14 6.95 6.61 7.59
H15 9.89 6.28 8.34
H16 8.43 5.47 9.22
Cl1 14.59 10.63 9.15
C9 13.61 10.08 7.88
C10 13.90 9.93 6.60
C11 12.95 9.51 5.67
C12 11.71 9.11 6.08
N1 11.35 9.28 7.34
C13 12.19 9.83 8.19
H17 14.83 10.21 6.28
H18 13.19 9.32 4.65
H19 11.00 8.67 5.41
H20 11.82 10.00 9.22
C14 13.04 14.72 5.79
C15 12.42 13.59 6.56
C16 11.31 14.02 7.48
S5 10.87 12.71 8.62
O1 9.73 11.83 8.06
C17 10.06 13.45 10.06
C18 9.02 14.56 9.90
C19 9.57 15.96 9.81
H21 13.89 14.45 5.14
H22 13.46 15.52 6.47
H23 12.30 15.23 5.18
H24 13.20 13.11 7.17
H25 11.98 12.82 5.91
H26 10.36 14.26 6.98
H27 11.57 14.82 8.17
H28 10.91 13.79 10.65
H29 9.64 12.60 10.54
H30 8.33 14.31 10.79
H31 8.44 14.32 8.98
H32 10.30 16.06 10.66
H33 8.74 16.63 9.72
H34 10.19 16.00 8.95

Properties
Frontier orbital gap (spin up / spin down): 9.28 / 9.38 eV
Multiplicity: 6
Total charge: +2

Molecular formula: C37H31F5OP2PdSiTe
Method: DFT, ωB97M-V with the def2-TZVPD basis set

Atoms and positions in Å:
Pd1 2.22 1.54 0.02
C1 -0.71 -2.97 -0.26
Si1 0.10 -1.52 0.58
C2 1.61 -2.04 1.58
C3 1.79 -3.41 1.79
C4 2.90 -3.91 2.46
C5 3.87 -3.05 2.93
C6 3.72 -1.68 2.74
C7 2.60 -1.18 2.07
P1 2.50 0.61 2.01
C8 4.15 1.33 2.11
C9 4.95 1.15 0.97
C10 6.18 1.78 0.89
C11 6.63 2.56 1.94
C12 5.85 2.72 3.09
C13 4.60 2.12 3.17
C14 1.54 1.16 3.43
C15 0.98 0.23 4.31
C16 0.39 0.66 5.49
C17 0.35 2.01 5.80
C18 0.88 2.95 4.92
C19 1.47 2.53 3.74
C20 -1.32 -1.17 1.88
C21 -1.59 -2.28 2.68
C22 -2.69 -2.37 3.52
C23 -3.62 -1.33 3.60
C24 -3.39 -0.18 2.90
C25 -2.22 -0.08 2.08
P2 -1.86 1.53 1.61
C26 -1.02 2.15 0.26
C27 -0.01 3.11 0.54
C28 0.66 3.70 -0.51
C29 0.31 3.36 -1.83
C30 -0.68 2.43 -2.10
C31 -1.32 1.77 -1.06
C32 -2.45 2.77 2.66
C33 -2.76 4.03 2.10
C34 -3.27 5.02 2.91
C35 -3.47 4.78 4.27
C36 -3.15 3.54 4.83
C37 -2.65 2.54 4.04
H1 -1.44 -3.48 0.37
H2 -1.24 -2.60 -1.15
H3 0.02 -3.70 -0.61
H4 1.06 -4.11 1.40
H5 3.01 -4.98 2.59
H6 4.74 -3.43 3.44
H7 4.49 -1.02 3.10
H8 4.63 0.48 0.17
H9 6.80 1.64 0.01
H10 7.60 3.04 1.89
H11 6.21 3.31 3.91
H12 4.01 2.24 4.06
H13 1.06 -0.83 4.09
H14 -0.01 -0.07 6.18
H15 -0.08 2.33 6.74
H16 0.87 4.00 5.18
H17 1.94 3.26 3.09
H18 -0.92 -3.13 2.63
H19 -2.84 -3.27 4.10
H20 -4.52 -1.44 4.20
H21 -4.09 0.63 2.96
H22 0.18 3.41 1.56
H23 1.41 4.45 -0.32
H24 0.82 3.85 -2.65
H25 -0.94 2.18 -3.12
H26 -2.04 0.99 -1.27
H27 -2.64 4.21 1.04
H28 -3.54 5.98 2.49
H29 -3.87 5.56 4.90
H30 -3.29 3.38 5.89
H31 -2.37 1.58 4.47
F1 2.44 2.21 -1.85
Te1 1.51 -0.49 -2.28
F2 1.61 -2.26 -1.69
F3 2.57 -1.06 -3.72
F4 -0.16 -1.06 -3.06
F5 3.07 -0.42 -0.90
O1 0.42 -0.22 -0.32

Properties
Frontier orbital gap (spin up / spin down): 5.20 / 5.20 eV
Energy relative to the best compared isomer or geometry (same formula, charge and spin): 191.4 kJ/mol
Total charge: +2

Molecular formula: H3OS
Method: DFT, ωB97M-V with the def2-TZVPD basis set

Atoms and positions in Å:
S1 1.77 -1.00 0.09
H1 2.23 0.27 0.08
H2 -1.44 0.91 -0.51
H3 -0.88 -0.34 0.25
O1 -1.68 0.16 0.09

Properties
Frontier orbital gap (spin up / spin down): 11.41 / 7.27 eV
Energy relative to the best compared isomer or geometry (same formula, charge and spin): 2.3 kJ/mol
Multiplicity: 2

Molecular formula: C3H10NS
Method: DFT, ωB97M-V with the def2-TZVPD basis set

Atoms and positions in Å:
C1 0.15 -1.64 -0.60
N1 1.33 -2.45 -0.34
H1 -0.85 -1.87 -0.18
H2 0.07 -1.54 -1.63
H3 1.27 -2.84 0.63
H4 2.16 -2.00 -0.66
C2 -1.13 1.18 -1.52
S1 0.03 0.34 0.19
C3 0.26 1.65 2.07
H5 -1.35 0.47 -2.30
H6 -1.89 1.39 -0.76
H7 -0.48 1.94 -1.81
H8 -0.83 1.40 2.26
H9 0.53 2.47 1.53
H10 0.73 1.50 3.13

Properties
Frontier orbital gap: 7.45 eV
Energy relative to the best compared isomer or geometry (same formula, charge and spin): 527.5 kJ/mol
Total charge: +1

Molecular formula: C26H24F2NO2
Method: DFT, ωB97M-V with the def2-TZVPD basis set

Atoms and positions in Å:
F1 -2.54 3.47 -3.42
C1 -2.25 2.12 -3.45
C2 -3.29 1.23 -3.66
C3 -2.96 -0.13 -3.57
C4 -1.66 -0.56 -3.27
C5 -0.67 0.38 -2.87
C6 0.67 -0.05 -2.17
C7 1.94 0.37 -3.04
C8 2.97 -0.60 -3.28
C9 4.27 -0.16 -3.55
C10 4.56 1.20 -3.73
C11 3.47 2.04 -3.80
F2 3.71 3.40 -3.82
C12 2.14 1.63 -3.61
C13 -0.96 1.73 -3.07
H1 -4.32 1.58 -3.76
H2 -3.77 -0.85 -3.67
H3 -1.49 -1.63 -3.19
H4 0.68 -1.20 -2.34
H5 2.82 -1.67 -3.12
H6 5.11 -0.87 -3.53
H7 5.58 1.57 -3.71
H8 1.37 2.36 -3.74
H9 -0.26 2.48 -2.75
C14 -2.55 0.16 5.05
C15 -2.94 -0.59 3.79
C16 -3.08 -2.08 4.09
C17 -4.24 -0.06 3.28
O1 -2.00 -0.36 2.68
C18 -0.74 -0.72 2.82
N1 0.04 -0.46 1.61
C19 -0.35 0.13 0.42
C20 0.75 0.20 -0.58
C21 1.89 -0.29 0.34
C22 1.43 -0.73 1.57
C23 2.17 -1.25 2.62
C24 3.56 -1.29 2.42
C25 4.08 -0.80 1.23
C26 3.27 -0.23 0.22
O2 -0.23 -1.23 3.82
H10 -2.48 1.25 4.83
H11 -3.35 0.04 5.83
H12 -1.59 -0.20 5.49
H13 -3.36 -2.61 3.15
H14 -2.14 -2.52 4.51
H15 -3.90 -2.26 4.82
H16 -4.50 -0.58 2.36
H17 -5.04 -0.21 4.00
H18 -4.14 1.00 3.08
H19 -1.38 0.53 0.38
H20 0.96 1.40 -0.78
H21 1.73 -1.66 3.51
H22 4.20 -1.74 3.18
H23 5.16 -0.89 1.04
H24 3.68 0.23 -0.68

Properties
Frontier orbital gap: 6.66 eV
SMILES: CC(C)(C)OC(=O)[N+]1=C[C@H](C(c2cccc(F)c2)c2cccc(F)c2)c2ccccc21
Total charge: +1

Molecular formula: CH4IN2O
Method: DFT, ωB97M-V with the def2-TZVPD basis set

Atoms and positions in Å:
C1 1.13 -0.40 -0.02
N1 2.34 -0.72 0.21
N2 0.09 0.00 -0.29
O1 -2.18 0.74 -0.01
I1 -3.89 -0.17 -0.01
H1 2.69 -1.42 -0.43
H2 3.04 0.01 0.42
H3 -1.02 0.30 -0.05
H4 -2.20 1.66 0.18

Properties
Frontier orbital gap: 8.94 eV
Energy relative to the best compared isomer or geometry (same formula, charge and spin): 0.0 kJ/mol
Total charge: +1